1.
Molecular formula: C7H15NO
Method: DFT, ωB97M-V/def2-TZVPD

ORCA input file:
```
! wB97M-V def2-TZVPD RIJCOSX def2/J DEFGRID3
* xyz 0 1
H -1.291 1.932 0.093
N -0.752 1.973 -0.869
C 0.025 1.031 -1.049
C 0.466 0.563 -2.394
C 0.746 0.176 0.254
C 1.958 1.056 0.586
C 1.177 -1.239 -0.111
H 0.111 -0.450 -2.578
H 0.057 1.229 -3.150
H 1.553 0.552 -2.460
H 0.152 0.151 1.168
H 2.531 0.624 1.406
H 1.635 2.051 0.891
H 2.613 1.167 -0.280
H 0.329 -1.843 -0.436
H 1.911 -1.239 -0.917
H 1.639 -1.730 0.748
C -2.012 -1.349 1.706
C -2.218 -0.202 0.774
O -2.278 0.971 1.120
H -2.953 -1.893 1.799
H -1.291 -2.049 1.287
H -1.699 -1.005 2.689
H -2.410 -0.478 -0.276
*
```

Summary:
**Energy above the lowest of the compared OMol25 structures with the same formula, charge and spin**: 2.276 eV
**SMILES**: [H]/N=C(/C)C(C)C.CC=O
**Gap between HOMO and LUMO**: 9.31 eV
**E_tot**: -11038.3990 eV
**HOMO level**: -8.6 eV
**LUMO level**: 0.759 eV



2.
Molecular formula: C7H15NO
Method: DFT, ωB97M-V/def2-TZVPD

ORCA input file:
```
! wB97M-V def2-TZVPD RIJCOSX def2/J DEFGRID3
* xyz 0 1
C -1.150 -0.124 -0.127
C -0.326 -0.706 -1.218
C -2.170 0.878 -0.581
C -1.573 -1.046 0.975
C 1.657 -1.419 0.321
C 0.991 -0.386 -0.544
N 2.668 1.290 -0.028
C 1.489 0.884 -0.596
O -0.237 1.331 1.105
H -0.473 2.196 1.465
H 3.044 0.689 0.690
H 2.810 2.288 -0.011
H -0.438 -0.203 -2.179
H -0.450 -1.780 -1.359
H 0.991 1.637 -1.189
H -1.697 1.688 -1.130
H -2.701 1.304 0.264
H -2.881 0.369 -1.249
H -0.732 -1.592 1.394
H -2.033 -0.480 1.779
H -2.297 -1.770 0.578
H 1.602 -1.128 1.375
H 1.191 -2.397 0.211
H 2.714 -1.524 0.053
*
```

Summary:
**Energy above the lowest of the compared OMol25 structures with the same formula, charge and spin**: 4.410 eV
**Gap between HOMO and LUMO**: 7.52 eV
**E_tot**: -11036.2649 eV
**HOMO level**: -7.1 eV
**LUMO level**: 0.455 eV



3.
Molecular formula: C7H15NO
Method: DFT, ωB97M-V/def2-TZVPD

ORCA input file:
```
! wB97M-V def2-TZVPD RIJCOSX def2/J DEFGRID3
* xyz 0 1
C -0.680 0.493 -0.150
C 1.419 0.086 -0.216
C -1.062 0.694 -1.600
C -0.799 1.722 0.722
C 2.051 -0.289 1.098
C -0.800 -0.769 0.376
N 1.888 -0.662 -1.305
C -0.632 -2.053 0.534
O -2.791 -0.391 0.500
H -2.955 0.030 1.354
H 1.528 1.147 -0.427
H 1.767 -1.663 -1.214
H 1.583 -0.339 -2.213
H -0.876 -0.197 -2.200
H -0.531 1.552 -2.026
H -2.138 0.875 -1.629
H -0.668 1.484 1.778
H -0.060 2.477 0.432
H -1.788 2.161 0.585
H 1.562 0.223 1.926
H 3.112 -0.010 1.096
H 2.013 -1.364 1.286
H -1.471 -2.655 0.860
H 0.326 -2.551 0.432
*
```

Summary:
**Energy above the lowest of the compared OMol25 structures with the same formula, charge and spin**: 5.537 eV
**Gap between HOMO and LUMO (spin up / spin down)**: 7.99 / 7.99 eV
**E_tot**: -11035.1378 eV
**HOMO level (spin up / spin down)**: -7.2 / -7.2 eV
**LUMO level (spin up / spin down)**: 0.757 / 0.757 eV



4.
Molecular formula: C7H15NO3
Method: DFT, ωB97M-V/def2-TZVPD

ORCA input file:
```
! wB97M-V def2-TZVPD RIJCOSX def2/J DEFGRID3
* xyz 0 1
C -2.658 2.683 1.123
O -2.125 1.701 2.074
C -2.163 0.326 1.565
C -0.653 -0.317 1.888
O 0.095 -0.239 0.618
C 1.439 0.333 0.800
C 2.473 -0.522 -0.177
C 1.743 -1.714 -1.036
C 0.961 -1.115 -2.384
N 0.603 -1.953 -3.602
O 0.604 0.185 -2.402
H -2.982 2.258 0.083
H -1.832 3.524 0.940
H -3.603 3.280 1.541
H -2.302 0.217 0.409
H -2.923 -0.387 2.099
H -0.788 -1.480 2.117
H -0.155 0.251 2.782
H 1.453 1.453 0.389
H 1.844 0.309 1.900
H 3.377 -0.970 0.433
H 2.916 0.246 -0.975
H 2.623 -2.388 -1.478
H 1.066 -2.434 -0.408
H 1.306 -1.708 -4.359
H -0.318 -1.540 -3.938
*
```

Summary:
**Energy above the lowest of the compared OMol25 structures with the same formula, charge and spin**: 5.267 eV
**SMILES**: COCCOCCCC(N)=O
**Gap between HOMO and LUMO**: 10.11 eV
**E_tot**: -15129.5881 eV
**HOMO level**: -9.2 eV
**LUMO level**: 0.871 eV